Molecular formula: H12LiO6
Method: DFT, the ωB97M-V functional and the def2-TZVPD basis

Calculated values
- Total charge: +1
- Energy relative to the best compared isomer or geometry (same formula, charge and spin): 22.38 kcal per mole
- LUMO level: -3.44 eV
- Total energy: -466.02547 Eh
- Largest force on an atom: 4.90 eV/Å

Element x y z (Å)
Li 0.24 -0.10 -0.09
O 0.98 -1.79 0.92
H 1.51 -2.37 0.28
H 1.64 -1.66 1.69
O 0.30 0.93 1.87
H -0.28 0.81 2.62
H 1.07 1.49 2.16
O 2.09 0.32 -0.79
H 2.14 0.35 -1.74
H 2.75 1.02 -0.56
O -0.70 -1.09 -1.95
H -0.85 -0.41 -2.75
H -1.56 -1.28 -1.67
O -0.76 1.67 -0.92
H -0.28 2.01 -1.67
H -0.30 2.12 -0.17
O -2.34 -0.73 0.73
H -3.12 -0.40 0.44
H -2.54 -0.89 1.61


Molecular formula: C3H6S2
Method: DFT, the ωB97M-V functional and the def2-TZVPD basis

Calculated values
- Energy relative to the best compared isomer or geometry (same formula, charge and spin): 167.31 kcal per mole
- LUMO level: -0.96 eV
- Total energy: -914.00905 Eh
- Largest force on an atom: 5.08 eV/Å

Element x y z (Å)
C 0.65 1.44 -0.47
C 0.66 -0.11 0.14
C -0.60 -0.43 0.83
H 1.63 2.19 0.37
H -0.60 1.86 -0.61
H 0.98 1.13 -1.94
H -1.27 0.13 1.53
H -0.33 -1.26 1.33
H -1.05 -2.51 -0.35
S 1.64 -1.52 -0.30
S -1.72 -0.92 -0.53


Molecular formula: C44H35N3O2P2S2Sr
Method: DFT, the ωB97M-V functional and the def2-TZVPD basis

Calculated values
- Energy relative to the best compared isomer or geometry (same formula, charge and spin): 0.00 kcal per mole
- LUMO level: 0.13 eV
- Total energy: -3522.34397 Eh
- Largest force on an atom: 0.93 eV/Å

Element x y z (Å)
Sr 1.77 0.58 -0.63
O -1.19 0.13 -3.75
S -1.10 -0.30 -2.33
C -2.59 0.30 -1.52
C -3.71 0.46 -2.31
C -4.88 0.94 -1.76
C -4.91 1.29 -0.41
C -3.77 1.18 0.36
C -2.58 0.69 -0.18
P -1.04 0.67 0.83
C -1.43 -0.56 2.11
C -0.63 -0.60 3.25
C -0.86 -1.55 4.24
C -1.87 -2.50 4.08
C -2.64 -2.49 2.93
C -2.43 -1.52 1.95
C -1.18 2.28 1.68
C -0.74 3.38 0.94
C -0.82 4.66 1.47
C -1.33 4.85 2.75
C -1.77 3.76 3.49
C -1.70 2.48 2.96
C -1.51 -2.07 -2.36
C -2.44 -2.48 -3.31
C -2.79 -3.81 -3.39
C -2.20 -4.74 -2.55
C -1.22 -4.33 -1.65
C -0.84 -3.00 -1.55
P 0.47 -2.41 -0.42
C 0.95 -3.86 0.56
C 0.63 -3.85 1.91
C 0.97 -4.93 2.72
C 1.64 -6.01 2.18
C 1.96 -6.04 0.83
C 1.62 -4.97 0.02
C 1.92 -2.15 -1.51
C 3.16 -2.07 -0.87
C 4.19 -1.33 -1.44
C 4.00 -0.66 -2.65
C 2.80 -0.81 -3.33
C 1.77 -1.56 -2.76
H -3.65 0.23 -3.37
H -5.76 1.06 -2.37
H -5.82 1.69 0.03
H -3.78 1.50 1.39
H 0.19 0.09 3.36
H -0.24 -1.56 5.12
H -2.05 -3.24 4.85
H -3.42 -3.23 2.79
H -3.05 -1.53 1.07
H -0.33 3.23 -0.05
H -0.47 5.50 0.89
H -1.38 5.85 3.17
H -2.16 3.90 4.49
H -2.04 1.64 3.54
H -2.86 -1.75 -3.98
H -3.52 -4.14 -4.12
H -2.48 -5.78 -2.60
H -0.75 -5.07 -1.01
H 0.13 -2.99 2.33
H 0.72 -4.90 3.77
H 1.91 -6.85 2.81
H 2.49 -6.88 0.41
H 1.88 -4.98 -1.03
H 3.30 -2.50 0.11
H 5.12 -1.22 -0.90
H 4.78 -0.04 -3.06
H 2.63 -0.31 -4.27
H 0.84 -1.64 -3.30
N 4.29 1.67 3.42
C 3.47 1.63 2.31
S 2.71 0.07 2.02
N 3.41 2.73 1.63
N 2.69 2.74 0.44
C 2.64 3.92 -0.06
C 2.00 4.39 -1.28
C 2.24 5.75 -1.58
C 1.73 6.36 -2.71
C 0.95 5.59 -3.58
C 0.69 4.27 -3.31
C 1.19 3.62 -2.16
O 0.90 2.38 -1.93
H 4.08 0.99 4.13
H 4.52 2.60 3.74
H 3.16 4.69 0.51
H 2.85 6.32 -0.90
H 1.94 7.40 -2.91
H 0.54 6.05 -4.48
H 0.08 3.67 -3.98


> Which of these has the highest total energy?

H12LiO6


What did the second record say?
Molecular formula: C3H6S2
Method: DFT, the ωB97M-V functional and the def2-TZVPD basis

Calculated values
- Energy relative to the best compared isomer or geometry (same formula, charge and spin): 167.31 kcal per mole
- LUMO level: -0.96 eV
- Total energy: -914.00905 Eh
- Largest force on an atom: 5.08 eV/Å

Element x y z (Å)
C 0.65 1.44 -0.47
C 0.66 -0.11 0.14
C -0.60 -0.43 0.83
H 1.63 2.19 0.37
H -0.60 1.86 -0.61
H 0.98 1.13 -1.94
H -1.27 0.13 1.53
H -0.33 -1.26 1.33
H -1.05 -2.51 -0.35
S 1.64 -1.52 -0.30
S -1.72 -0.92 -0.53


> Which of these has the highest total energy?

H12LiO6